# 1
Computed, not measured: a 6-piece molecular cluster, C28H58N5O10S5 overall at a distorted geometry, with wB97M-V/def2-TZVPD.

Structure (ORCA input):
```
! wB97M-V def2-TZVPD RIJCOSX def2/J DEFGRID3
* xyz 1 1
C 0.91 1.11 -0.40
C 0.39 0.99 -1.95
C 1.18 -0.33 -2.61
C 0.37 -1.65 -1.98
N -0.95 -1.99 -2.66
C -1.42 -3.19 -1.81
C -0.29 -3.49 -0.63
N 0.82 -2.47 -0.79
C 2.03 -2.38 0.11
C 3.35 -3.06 -0.58
N 3.89 -2.32 -1.80
N 3.10 -4.50 -1.02
N 4.48 -3.06 0.45
H 0.50 0.23 0.30
H 0.44 2.10 0.07
H 2.07 1.12 -0.28
H 0.59 1.94 -2.61
H -0.75 0.67 -1.91
H 2.29 -0.26 -2.23
H 1.18 -0.31 -3.78
H -1.42 -1.54 -3.48
H -2.41 -3.80 -1.92
H -0.36 -4.34 0.17
H 1.79 -3.04 1.08
H 2.22 -1.28 0.55
H 3.27 -2.43 -2.63
H 4.13 -1.33 -1.60
H 2.32 -4.51 -1.72
H 3.98 -4.77 -1.54
H 3.98 -2.89 1.37
H 5.04 -2.21 0.22
C -3.76 -8.38 -1.80
C -2.43 -8.11 -2.50
C -1.81 -6.88 -1.84
S -2.42 -6.85 -0.16
O -3.26 -5.68 0.00
O -1.33 -7.17 0.74
C -3.47 -8.28 -0.31
H -4.16 -9.36 -2.07
H -4.49 -7.62 -2.10
H -1.76 -8.97 -2.38
H -2.56 -7.95 -3.58
H -0.72 -6.94 -1.83
H -2.13 -5.96 -2.33
H -4.37 -8.15 0.29
H -2.90 -9.15 0.03
C 0.41 7.20 1.99
C -0.85 6.70 1.28
C -0.49 5.40 0.58
S 0.84 4.67 1.52
O 2.03 4.65 0.70
O 0.35 3.48 2.20
C 0.98 5.99 2.71
H 0.18 8.01 2.69
H 1.12 7.58 1.25
H -1.64 6.52 2.02
H -1.24 7.44 0.57
H -1.34 4.71 0.55
H -0.13 5.58 -0.44
H 2.03 6.12 2.99
H 0.38 5.72 3.58
C -4.84 8.63 1.35
C -5.63 9.32 0.23
C -5.05 8.84 -1.10
S -4.38 7.21 -0.79
O -2.94 7.27 -0.96
O -5.20 6.22 -1.47
C -4.75 7.17 0.95
H -5.33 8.75 2.32
H -3.84 9.07 1.42
H -6.69 9.02 0.30
H -5.59 10.41 0.32
H -5.82 8.77 -1.87
H -4.24 9.48 -1.43
H -3.96 6.63 1.48
H -5.71 6.66 1.08
C 4.51 10.02 1.02
C 5.82 9.28 1.32
C 5.78 8.87 2.79
S 4.06 8.67 3.21
O 3.71 9.68 4.19
O 3.77 7.26 3.41
C 3.41 9.17 1.63
H 4.36 10.17 -0.05
H 4.53 11.01 1.50
H 5.88 8.39 0.68
H 6.69 9.91 1.10
H 6.31 7.92 2.95
H 6.21 9.64 3.43
H 2.47 9.71 1.77
H 3.24 8.26 1.04
C -0.85 -11.96 1.12
C -0.11 -13.23 0.70
C -0.10 -13.28 -0.82
S -0.18 -11.58 -1.38
O -1.45 -11.38 -2.06
O 1.09 -11.22 -1.98
C -0.29 -10.85 0.24
H -0.71 -11.74 2.18
H -1.92 -12.08 0.93
H 0.93 -13.18 1.07
H -0.57 -14.12 1.13
H 0.81 -13.74 -1.21
H -0.98 -13.80 -1.21
H -0.93 -9.96 0.20
H 0.72 -10.57 0.55
*
```

HOMO-LUMO gap, eV: 8.526
E, Ha: -4118.2977
LUMO energy, eV: -3.2650
Maximum force, eV/Å: 8.4
HOMO, eV: -11.8


# 2
Computed, not measured: a 9-piece molecular cluster, C8H34O9 overall at a distorted geometry, with wB97M-V/def2-TZVPD.

Structure (ORCA input):
```
! wB97M-V def2-TZVPD RIJCOSX def2/J DEFGRID3
* xyz 0 1
O -4.34 -1.18 0.37
H -3.90 -1.78 0.97
H -5.09 -1.67 0.04
O -2.03 -3.64 -0.60
H -1.80 -2.71 -0.65
H -2.78 -3.73 -1.18
O -0.94 -1.00 0.49
H -1.61 -1.29 1.11
H -0.11 -1.23 0.91
O 1.22 -1.22 2.45
H 2.04 -0.72 2.46
H 1.50 -2.11 2.23
O -1.86 -2.31 2.56
H -0.93 -2.53 2.46
H -1.91 -1.84 3.39
C 0.98 -0.90 -3.51
C 0.52 -2.11 -2.67
O -0.44 -2.86 -3.44
H 1.83 -0.54 -2.93
H 0.08 -0.29 -3.61
H 1.30 -1.12 -4.53
H -0.06 -1.75 -1.82
H 1.29 -2.82 -2.39
H -1.11 -3.23 -2.87
C 0.72 2.66 1.01
C 1.02 2.64 2.57
O 0.60 3.79 3.09
H -0.03 3.42 0.80
H 0.28 1.70 0.74
H 1.61 2.83 0.40
H 2.08 2.45 2.76
H 0.58 1.82 3.14
H 0.53 3.83 4.05
C 3.39 0.19 -0.41
C 4.22 -0.98 -0.84
O 5.44 -0.50 -1.43
H 3.32 1.02 -1.11
H 3.74 0.56 0.56
H 2.34 -0.12 -0.38
H 3.67 -1.56 -1.58
H 4.54 -1.71 -0.10
H 5.91 -1.31 -1.62
C -2.89 3.26 0.57
C -3.11 2.47 -0.67
O -2.00 1.57 -1.01
H -3.23 2.77 1.47
H -3.61 4.08 0.51
H -1.92 3.76 0.58
H -3.32 3.14 -1.50
H -3.97 1.82 -0.54
H -1.80 0.98 -0.28
*
```

Structure (SMILES): CCO.CCO.CCO.CCO.O.O.O.O.O
HOMO-LUMO gap, eV: 9.382
E, Ha: -1002.2607
LUMO energy, eV: -0.1760
Maximum force, eV/Å: 3.9
HOMO, eV: -9.6


# 3
Computed, not measured: one molecule with the formula C5H10O2, with wB97M-V/def2-TZVPD.

Structure (ORCA input):
```
! wB97M-V def2-TZVPD RIJCOSX def2/J DEFGRID3
* xyz 0 1
C 2.45 -1.02 -0.42
C 1.12 -0.81 0.36
O 0.47 0.49 0.15
C -0.96 0.45 0.37
C -1.81 1.76 0.59
C -1.35 -0.17 -0.96
O -1.70 -1.32 -1.13
H 3.19 -0.24 -0.23
H 2.90 -1.97 -0.08
H 2.31 -1.14 -1.51
H 0.46 -1.66 0.09
H 1.35 -0.87 1.44
H -1.20 -0.22 1.20
H -2.87 1.45 0.57
H -1.69 2.27 1.55
H -1.72 2.49 -0.22
H -0.96 0.51 -1.77
*
```

Structure (SMILES): CCO[C@@H](C)C=O
HOMO-LUMO gap, eV: 10.521
E, Ha: -346.9413
LUMO energy, eV: 1.0455
Maximum force, eV/Å: 0.9
HOMO, eV: -9.5


# 4
Computed, not measured: a 5-piece molecular cluster, C36H88ClN9O5P overall at a distorted geometry, with wB97M-V/def2-TZVPD.

Structure (ORCA input):
```
! wB97M-V def2-TZVPD RIJCOSX def2/J DEFGRID3
* xyz 1 1
C -5.85 -6.13 5.98
C -5.36 -7.23 5.03
C -6.54 -8.07 4.43
C -6.70 -7.86 2.92
C -7.56 -6.63 2.54
C -6.73 -5.40 2.11
C -7.20 -4.77 0.79
C -6.05 -4.22 -0.07
C -5.76 -2.73 0.22
C -4.29 -2.32 -0.03
C -4.10 -1.65 -1.39
C -2.95 -0.66 -1.48
N -1.62 -1.28 -1.73
C -0.52 -0.72 -1.15
N -0.16 0.52 -1.32
C -0.90 1.52 -2.18
N -0.23 2.78 -2.24
N 0.17 -1.68 -0.44
C 1.51 -1.36 0.11
Cl 2.51 -2.84 0.21
C 1.45 -0.79 1.52
C 1.05 0.68 1.61
C 0.09 -2.81 -1.40
N 0.99 -2.60 -2.50
C -1.44 -2.73 -1.75
P -1.90 -3.40 -3.46
C -0.75 -4.79 -3.79
O -1.37 -2.17 -4.43
H -6.78 -5.71 5.59
H -6.02 -6.51 6.98
H -5.13 -5.32 6.02
H -4.69 -7.91 5.55
H -4.84 -6.76 4.19
H -7.46 -7.78 4.94
H -6.35 -9.12 4.64
H -5.72 -7.82 2.45
H -7.19 -8.75 2.52
H -8.25 -6.93 1.75
H -8.12 -6.36 3.43
H -5.69 -5.69 2.03
H -6.83 -4.64 2.90
H -7.96 -4.01 0.97
H -7.69 -5.56 0.21
H -6.33 -4.33 -1.12
H -5.16 -4.80 0.13
H -6.43 -2.15 -0.42
H -6.04 -2.49 1.25
H -3.97 -1.67 0.78
H -3.71 -3.24 0.03
H -4.07 -2.40 -2.18
H -5.00 -1.06 -1.58
H -2.93 -0.09 -0.55
H -3.16 0.04 -2.29
H 0.68 0.87 -0.88
H -1.85 1.66 -1.68
H -1.05 1.09 -3.16
H 0.43 2.78 -3.00
H 0.24 2.99 -1.37
H 2.06 -0.70 -0.57
H 2.46 -0.86 1.91
H 0.83 -1.41 2.16
H 0.01 0.88 1.37
H 1.67 1.28 0.94
H 1.25 1.08 2.60
H 0.25 -3.78 -0.94
H 1.41 -3.46 -2.82
H 0.58 -2.08 -3.26
H -1.99 -3.28 -0.99
H -0.48 -5.23 -2.82
H -1.31 -5.53 -4.36
H 0.14 -4.45 -4.31
H -2.14 -1.80 -4.85
C 2.20 6.58 2.04
C 0.89 5.87 2.37
C 0.94 4.35 2.16
O 0.90 3.93 0.80
C 2.13 4.00 0.11
N -0.20 6.50 1.61
H 2.35 6.69 0.97
H 2.20 7.58 2.47
H 3.05 6.04 2.46
H 0.68 6.03 3.43
H 0.06 3.91 2.62
H 1.82 3.92 2.65
H 2.99 3.78 0.75
H 2.27 4.97 -0.37
H 2.09 3.24 -0.68
H -1.09 6.12 1.91
H -0.12 6.22 0.64
C -1.41 0.08 -9.56
C -1.64 -0.13 -8.07
C -2.53 0.94 -7.42
O -1.89 2.17 -7.17
C -1.82 3.05 -8.28
N -0.34 -0.25 -7.40
H -0.68 0.87 -9.75
H -1.01 -0.83 -10.01
H -2.33 0.34 -10.07
H -2.16 -1.09 -7.95
H -2.83 0.57 -6.43
H -3.45 1.09 -7.99
H -2.71 2.97 -8.91
H -0.93 2.87 -8.88
H -1.77 4.07 -7.89
H -0.50 -0.51 -6.42
H 0.07 0.68 -7.35
C 5.49 -1.03 -0.28
C 6.88 -0.40 -0.19
C 7.47 -0.42 1.22
O 6.92 0.55 2.10
C 5.71 0.19 2.72
N 6.82 0.95 -0.76
H 4.72 -0.36 0.11
H 5.23 -1.24 -1.32
H 5.43 -1.97 0.28
H 7.54 -1.00 -0.82
H 8.53 -0.16 1.14
H 7.41 -1.42 1.67
H 5.66 -0.88 2.93
H 4.85 0.47 2.10
H 5.64 0.73 3.66
H 7.76 1.33 -0.82
H 6.35 1.55 -0.08
C 5.70 5.46 4.23
C 6.24 6.73 3.57
C 7.43 7.36 4.31
O 7.10 8.06 5.49
C 6.93 7.26 6.64
N 5.13 7.68 3.40
H 5.10 5.68 5.12
H 5.06 4.92 3.54
H 6.52 4.80 4.52
H 6.59 6.46 2.57
H 7.88 8.10 3.65
H 8.21 6.60 4.51
H 7.62 6.41 6.65
H 5.90 6.90 6.74
H 7.15 7.89 7.51
H 5.46 8.48 2.86
H 4.92 8.07 4.32
*
```

HOMO-LUMO gap, eV: 8.567
E, Ha: -3094.7115
LUMO energy, eV: -2.0493
Maximum force, eV/Å: 1.9
HOMO, eV: -10.6


The lowest HOMO-LUMO gap belongs to which entry?
C28H58N5O10S5


Which value of HOMO does entry 1 give?
-11.8 eV


Among the records above, which one has the highest HOMO-LUMO gap?
C5H10O2


Please write out number 2 again, unchanged.
Computed, not measured: a 9-piece molecular cluster, C8H34O9 overall at a distorted geometry, with wB97M-V/def2-TZVPD.

Structure (ORCA input):
```
! wB97M-V def2-TZVPD RIJCOSX def2/J DEFGRID3
* xyz 0 1
O -4.34 -1.18 0.37
H -3.90 -1.78 0.97
H -5.09 -1.67 0.04
O -2.03 -3.64 -0.60
H -1.80 -2.71 -0.65
H -2.78 -3.73 -1.18
O -0.94 -1.00 0.49
H -1.61 -1.29 1.11
H -0.11 -1.23 0.91
O 1.22 -1.22 2.45
H 2.04 -0.72 2.46
H 1.50 -2.11 2.23
O -1.86 -2.31 2.56
H -0.93 -2.53 2.46
H -1.91 -1.84 3.39
C 0.98 -0.90 -3.51
C 0.52 -2.11 -2.67
O -0.44 -2.86 -3.44
H 1.83 -0.54 -2.93
H 0.08 -0.29 -3.61
H 1.30 -1.12 -4.53
H -0.06 -1.75 -1.82
H 1.29 -2.82 -2.39
H -1.11 -3.23 -2.87
C 0.72 2.66 1.01
C 1.02 2.64 2.57
O 0.60 3.79 3.09
H -0.03 3.42 0.80
H 0.28 1.70 0.74
H 1.61 2.83 0.40
H 2.08 2.45 2.76
H 0.58 1.82 3.14
H 0.53 3.83 4.05
C 3.39 0.19 -0.41
C 4.22 -0.98 -0.84
O 5.44 -0.50 -1.43
H 3.32 1.02 -1.11
H 3.74 0.56 0.56
H 2.34 -0.12 -0.38
H 3.67 -1.56 -1.58
H 4.54 -1.71 -0.10
H 5.91 -1.31 -1.62
C -2.89 3.26 0.57
C -3.11 2.47 -0.67
O -2.00 1.57 -1.01
H -3.23 2.77 1.47
H -3.61 4.08 0.51
H -1.92 3.76 0.58
H -3.32 3.14 -1.50
H -3.97 1.82 -0.54
H -1.80 0.98 -0.28
*
```

Structure (SMILES): CCO.CCO.CCO.CCO.O.O.O.O.O
HOMO-LUMO gap, eV: 9.382
E, Ha: -1002.2607
LUMO energy, eV: -0.1760
Maximum force, eV/Å: 3.9
HOMO, eV: -9.6